{
  "formula": "C23H25N2O",
  "method": "ωB97M-V with the def2-TZVPD basis set",
  "symbols": ["C", "C", "N", "C", "C", "C", "C", "C", "O", "H", "H", "H", "H", "H", "H", "H", "H", "H", "H", "H", "C", "N", "C", "C", "C", "C", "C", "C", "C", "C", "C", "C", "C", "C", "C", "C", "C", "H", "H", "H", "H", "H", "H", "H", "H", "H", "H", "H", "H", "H", "H"],
  "positions_angstrom": [[-3.4231, -1.8324, 0.3248], [-2.4795, -1.4261, 1.4225], [-1.9947, -0.1116, 1.1924], [-1.0567, 0.5569, 1.8557], [-1.0105, 2.2102, 1.7686], [0.2340, 2.3546, 2.7483], [0.5629, 1.0987, 3.5713], [-0.3298, -0.0391, 3.0031], [-2.1586, -2.1030, 2.3787], [-4.3130, -1.1814, 0.3030], [-2.9194, -1.7934, -0.6556], [-3.7604, -2.8551, 0.4889], [-2.4195, 0.3475, 0.3976], [-1.8826, 2.4810, 2.3379], [1.1728, 2.7500, 2.3045], [-0.1365, 3.1520, 3.4197], [1.6343, 0.8262, 3.5333], [0.3593, 1.2641, 4.6423], [-0.9916, -0.4387, 3.8014], [0.2897, -0.9193, 2.7393], [1.2603, 6.9450, 2.6393], [0.1882, 6.3323, 1.8858], [0.2584, 5.0701, 1.3613], [-1.0030, 4.6494, 0.9511], [-1.3448, 3.1251, 0.7210], [-2.7868, 3.0571, 0.1528], [-3.8934, 3.2198, 0.9794], [-5.1837, 3.0263, 0.4767], [-5.3674, 2.7868, -0.8897], [-4.2497, 2.8046, -1.7471], [-2.9582, 2.9476, -1.2199], [-1.8484, 5.8518, 0.9968], [-3.1226, 6.2709, 0.6004], [-3.5985, 7.5701, 0.8903], [-2.8504, 8.4663, 1.6673], [-1.5596, 8.0918, 2.0754], [-1.0881, 6.8452, 1.6824], [0.8972, 7.8002, 3.2203], [1.6895, 6.1988, 3.3237], [2.0899, 7.2660, 1.9913], [1.1764, 4.5035, 1.3971], [-0.6184, 2.7091, 0.0283], [-3.7627, 3.4673, 2.0232], [-6.0423, 3.0705, 1.1500], [-6.3823, 2.6413, -1.2914], [-4.3908, 2.6792, -2.8255], [-2.0762, 2.8965, -1.8619], [-3.7581, 5.5964, 0.0315], [-4.5836, 7.8862, 0.5232], [-3.2661, 9.4301, 1.9628], [-0.9264, 8.7420, 2.6788]],
  "nbo_charge": [-0.738, 0.695, -0.567, 0.595, -0.234, -0.416, -0.405, -0.555, -0.479, 0.258, 0.252, 0.272, 0.443, 0.263, 0.225, 0.239, 0.233, 0.234, 0.310, 0.296, -0.404, -0.345, 0.011, -0.122, -0.279, -0.056, -0.234, -0.201, -0.210, -0.217, -0.168, -0.029, -0.220, -0.228, -0.201, -0.236, 0.126, 0.226, 0.204, 0.213, 0.209, 0.218, 0.222, 0.231, 0.234, 0.231, 0.219, 0.214, 0.224, 0.227, 0.219],
  "de_lowest_kcal_mol": 34.1,
  "gap_ha": 0.1957,
  "smiles": "CC(=O)/[NH+]=C1\\CCC[C@H]1[C@@H](c1ccccc1)c1cn(C)c2ccccc12",
  "total_charge": 1,
  "homo_ev": -10.1,
  "e_lumo_ha": -0.17682
}

***

{
  "formula": "C23H25N2OPtS",
  "method": "ωB97M-V with the def2-TZVPD basis set",
  "symbols": ["C", "C", "C", "H", "C", "C", "H", "C", "C", "C", "H", "C", "C", "H", "H", "H", "H", "H", "H", "Pt", "C", "C", "C", "H", "H", "H", "H", "H", "H", "C", "C", "H", "H", "O", "N", "C", "H", "C", "C", "H", "C", "H", "C", "H", "C", "H", "C", "H", "H", "H", "S", "C", "N"],
  "positions_angstrom": [[-1.2654, -2.9610, -0.0164], [-1.6093, -1.9646, -1.0107], [-0.4325, -1.5878, -1.6898], [-2.6159, -1.6448, -1.2584], [0.6758, -2.2603, -1.1350], [0.2162, -3.1131, -0.0725], [1.6822, -2.2718, -1.5533], [-2.4301, -1.2912, 2.9652], [-3.4397, -0.8335, 2.1013], [-2.9664, 0.2991, 1.3793], [-4.4569, -1.2143, 2.0295], [-1.6549, 0.5904, 1.7682], [-1.2717, -0.3695, 2.8501], [-0.3758, -0.9533, -2.5756], [0.7789, -3.9435, 0.3505], [-1.9209, -3.6807, 0.4686], [-0.5742, -0.1338, 3.6532], [-3.5663, 0.9173, 0.7120], [-2.4951, -2.0798, 3.7129], [-0.4156, -1.7326, 1.5486], [-0.8230, 1.7563, 1.3164], [-0.0103, 2.3676, 2.4696], [-1.7430, 2.8393, 0.7288], [-0.7031, 2.8166, 3.1924], [0.6453, 3.1607, 2.0884], [0.5954, 1.6154, 2.9894], [-2.4381, 3.1992, 1.5025], [-2.3266, 2.4667, -0.1249], [-1.1558, 3.7007, 0.3809], [0.1455, 1.2518, 0.1952], [1.3494, 0.5098, 0.6584], [0.5044, 2.1192, -0.3659], [-0.4170, 0.6270, -0.5293], [1.2549, -0.5395, 1.3882], [2.6097, 0.9769, 0.3773], [3.3226, 0.6356, -0.8848], [3.2178, 0.8660, 1.1896], [2.5217, 0.8758, -2.1341], [2.5882, -0.0512, -3.1800], [3.2580, -0.9084, -3.0796], [1.8042, 0.1233, -4.3208], [1.8735, -0.5999, -5.1343], [0.9305, 1.2118, -4.4124], [0.2795, 1.3208, -5.2820], [0.8995, 2.1632, -3.3875], [0.2017, 3.0022, -3.4251], [1.7742, 2.0432, -2.3024], [1.8667, 2.8458, -1.5610], [3.6225, -0.4250, -0.8475], [4.2341, 1.2461, -0.8913], [0.5458, -3.3312, 2.9579], [-0.7172, -4.4253, 3.0468], [-1.5734, -5.2321, 3.1536]],
  "nbo_charge": [-0.451, -0.292, -0.351, 0.209, -0.321, -0.406, 0.188, -0.305, -0.281, -0.308, 0.202, -0.078, -0.480, 0.199, 0.235, 0.252, 0.228, 0.198, 0.231, 0.985, -0.051, -0.612, -0.597, 0.214, 0.195, 0.216, 0.216, 0.215, 0.191, -0.548, 0.759, 0.216, 0.300, -0.614, -0.690, -0.216, 0.394, -0.053, -0.205, 0.214, -0.156, 0.205, -0.235, 0.212, -0.214, 0.213, -0.200, 0.218, 0.199, 0.204, -0.218, 0.048, -0.475],
  "de_lowest_kcal_mol": 0.0,
  "gap_ha": [0.1860, 0.2051],
  "total_charge": -1,
  "homo_ev": [-2.7, -3.2],
  "e_lumo_ha": [0.08804, 0.08770],
  "spin_multiplicity": 3
}

***

{
  "formula": "C23H25N3O4",
  "method": "ωB97M-V with the def2-TZVPD basis set",
  "symbols": ["C", "C", "C", "N", "C", "O", "C", "C", "C", "O", "N", "C", "C", "C", "C", "C", "C", "H", "H", "O", "C", "C", "O", "N", "C", "C", "C", "C", "C", "C", "H", "C", "H", "H", "H", "H", "H", "H", "H", "H", "H", "H", "H", "C", "H", "H", "H", "H", "H", "H", "H", "H", "H", "H", "H"],
  "positions_angstrom": [[-9.3125, -2.0101, 0.3288], [-8.1033, -1.6994, -0.0975], [-7.7024, -0.3364, -0.5730], [-6.5083, 0.1293, 0.1051], [-5.3398, 0.3346, -0.5361], [-5.2075, 0.2184, -1.7352], [-4.1912, 0.7054, 0.3996], [-3.6086, -0.5344, 1.0825], [-2.1202, -0.2324, 1.2166], [-1.3543, -0.8316, 1.9337], [-1.8304, 0.7999, 0.3785], [-0.5604, 1.3482, 0.1490], [-0.3107, 2.0708, -1.0183], [0.9292, 2.6303, -1.2419], [1.9537, 2.4821, -0.3108], [1.7151, 1.7534, 0.8469], [0.4690, 1.1985, 1.0740], [0.3012, 0.6310, 1.9732], [2.4892, 1.6035, 1.5829], [3.1509, 3.0703, -0.6397], [4.1711, 3.0886, 0.3302], [4.8352, 1.7251, 0.5858], [5.4279, 1.5035, 1.6185], [4.6917, 0.8829, -0.4615], [5.1300, -0.4385, -0.6091], [4.7905, -1.1050, -1.7827], [5.2056, -2.4090, -1.9751], [5.9546, -3.0530, -1.0072], [6.2973, -2.3972, 0.1700], [5.8821, -1.0882, 0.3625], [6.1387, -0.5651, 1.2688], [7.1013, -3.1024, 1.2193], [6.5341, -3.9380, 1.6282], [8.0195, -3.5020, 0.7915], [7.3566, -2.4270, 2.0311], [6.2762, -4.0723, -1.1634], [4.9416, -2.9247, -2.8866], [4.2028, -0.6013, -2.5375], [4.1609, 1.2456, -1.2454], [4.9363, 3.7642, -0.0664], [3.8194, 3.4925, 1.2866], [1.1253, 3.1913, -2.1421], [-1.0778, 2.1943, -1.7651], [-2.9880, 1.2654, -0.3631], [-2.9976, 2.3565, -0.4087], [-2.9973, 0.8635, -1.3844], [-4.0451, -0.7593, 2.0541], [-3.7098, -1.4186, 0.4477], [-4.5411, 1.4214, 1.1485], [-6.5480, 0.1931, 1.1100], [-8.5171, 0.3788, -0.4211], [-7.4480, -0.3687, -1.6376], [-7.3155, -2.4403, -0.1232], [-9.5651, -3.0050, 0.6522], [-10.1071, -1.2824, 0.3573]],
  "nbo_charge": [-0.383, -0.187, -0.272, -0.606, 0.687, -0.625, -0.308, -0.492, 0.689, -0.600, -0.447, 0.203, -0.252, -0.237, 0.276, -0.290, -0.213, 0.254, 0.230, -0.504, -0.164, 0.650, -0.606, -0.623, 0.242, -0.270, -0.187, -0.241, 0.024, -0.284, 0.249, -0.631, 0.221, 0.218, 0.218, 0.208, 0.213, 0.204, 0.412, 0.221, 0.207, 0.224, 0.221, -0.211, 0.209, 0.224, 0.236, 0.239, 0.219, 0.395, 0.197, 0.248, 0.202, 0.204, 0.191],
  "de_lowest_kcal_mol": 38.9,
  "gap_ha": 0.3221,
  "smiles": "C=CCNC(=O)[C@H]1CC(=O)N(c2ccc(OCC(=O)Nc3cccc(C)c3)cc2)C1",
  "total_charge": 0,
  "homo_ev": -8.2,
  "e_lumo_ha": 0.02159
}

***

Sequential calculated total energy output: -29276.2354, -43363.9771, -36918.1457 eV